A 2-piece molecular cluster, C9H14 overall, computed with ωB97M-V with the def2-TZVPD basis set.

As for the total charge: +1. The HOMO energy (spin up / spin down) is -0.5320 / -0.5321 Eh. As for the multiplicity: 2. The energy comes out at -9551.0701 eV.

Each line ends with the Mulliken spin population.
Element x y z (Å)
C1 0.23 2.83 0.70  0.019
C2 2.23 1.46 0.02  0.093
C3 0.98 1.55 0.66  0.234
C4 2.78 0.23 -0.13  0.076
C5 2.14 -0.95 0.37  0.298
C6 0.32 0.39 1.15  0.142
C7 0.84 -0.87 0.95  0.050
H1 2.69 2.35 -0.38  0.001
H2 3.78 0.10 -0.52  0.007
H3 -0.55 2.78 1.45  -0.002
H4 -0.16 3.13 -0.28  0.043
H5 2.63 -1.88 0.13  0.005
H6 -0.62 0.43 1.68  0.000
H7 0.28 -1.73 1.30  0.004
H8 0.84 3.67 1.06  0.027
C8 -2.16 -0.99 -1.31  -0.002
C9 -2.42 -2.41 -0.74  0.000
H9 -2.79 -0.70 -2.15  0.000
H10 -2.56 -0.28 -0.58  0.000
H11 -1.11 -0.84 -1.52  0.002
H12 -3.15 -2.36 0.05  0.000
H13 -1.48 -2.83 -0.37  0.000
H14 -2.73 -3.09 -1.53  0.000


C4H12O2 as an isolated structure, computed with ωB97M-V with the def2-TZVPD basis set.

As for the total charge: +1. The HOMO energy (spin up / spin down) is -0.5485 / -0.5457 Eh. As for the multiplicity: 2. The energy comes out at -8425.3528 eV.

Each line ends with the Mulliken spin population.
Element x y z (Å)
C1 0.80 -0.31 2.33  0.003
C2 0.93 -0.04 0.87  0.011
C3 0.30 1.13 0.41  0.026
C4 0.42 1.64 -1.02  -0.001
H1 -0.22 -0.62 2.59  0.000
H2 0.98 0.60 2.90  0.002
H3 1.51 -1.06 2.66  0.000
H4 1.62 -0.50 0.17  0.001
H5 0.10 1.92 1.14  0.000
H6 0.66 2.68 -0.97  0.000
H7 -0.52 1.56 -1.55  0.001
H8 1.18 1.01 -1.47  0.000
H9 -0.50 -1.87 -2.54  0.001
H10 -0.83 -1.10 -1.21  0.001
O1 -0.27 -1.09 -2.03  0.014
H11 -0.22 -0.02 0.21  -0.021
H12 -2.63 -0.72 -0.40  -0.023
O2 -1.73 -0.95 -0.06  0.984


A 9-piece molecular cluster, C38H103N9O10 overall, computed with ωB97M-V with the def2-TZVPD basis set.

As for the total charge: -1. The HOMO energy (spin up / spin down) is 0.0285 / -0.2423 Eh. As for the multiplicity: 2. The energy comes out at -74950.8729 eV.

Each line ends with the Mulliken spin population.
Element x y z (Å)
C1 -0.98 2.77 -1.22  0.040
C2 0.11 2.55 -0.18  -0.018
C3 0.79 1.16 -0.33  0.509
O1 -0.19 0.23 -0.03  -1.334
C4 0.09 -1.18 0.01  1.019
N1 1.04 3.64 -0.40  -0.128
H1 -1.87 2.14 -1.28  0.021
H2 -0.57 2.72 -2.23  0.061
H3 -1.21 3.83 -1.31  -0.053
H4 -0.36 2.73 0.78  0.035
H5 1.49 1.00 0.48  0.189
H6 1.30 1.03 -1.28  0.138
H7 0.90 -1.47 0.68  -0.026
H8 0.31 -1.53 -1.00  0.229
H9 -0.73 -1.87 0.19  -0.060
H10 0.52 4.46 -0.70  0.007
H11 1.35 3.87 0.53  0.018
C5 0.57 -2.55 3.78  -0.404
C6 1.23 -1.73 4.93  -0.049
C7 2.80 -1.71 4.99  0.266
O2 3.09 -0.66 5.97  -0.202
C8 4.41 -0.70 6.51  0.238
N2 0.80 -0.34 4.73  -0.003
H12 0.73 -3.62 3.78  0.079
H13 1.17 -2.27 2.92  0.101
H14 -0.50 -2.40 3.65  0.064
H15 0.75 -2.03 5.86  0.038
H16 3.10 -1.45 3.98  -0.072
H17 3.10 -2.74 5.22  0.061
H18 5.21 -0.76 5.77  -0.054
H19 4.64 -1.43 7.29  -0.009
H20 4.67 0.30 6.84  -0.020
H21 0.89 -0.19 3.74  -0.001
H22 1.48 0.25 5.19  0.008
C9 1.93 -5.38 1.08  0.697
C10 0.44 -5.36 0.65  -1.722
C11 0.25 -6.60 -0.28  0.385
O3 0.39 -7.76 0.49  -0.164
C12 0.07 -9.02 -0.09  0.054
N3 -0.51 -5.26 1.71  0.274
H23 2.62 -5.36 0.23  -0.132
H24 2.26 -6.26 1.63  0.069
H25 2.10 -4.51 1.71  0.038
H26 0.32 -4.51 -0.01  0.182
H27 0.89 -6.55 -1.17  0.054
H28 -0.76 -6.65 -0.69  0.245
H29 -0.24 -9.69 0.71  0.026
H30 0.91 -9.41 -0.66  -0.033
H31 -0.82 -9.09 -0.71  -0.004
H32 -0.34 -6.10 2.23  -0.008
H33 -1.46 -5.31 1.38  -0.033
C13 2.99 8.09 -2.05  0.108
C14 2.58 6.65 -2.01  -0.226
C15 3.81 5.77 -1.74  0.041
O4 4.73 5.82 -2.86  -0.063
C16 5.75 4.84 -2.99  0.148
N4 1.46 6.48 -1.11  0.116
H34 3.46 8.18 -1.07  -0.005
H35 2.22 8.85 -2.19  -0.023
H36 3.77 8.39 -2.76  0.016
H37 2.29 6.37 -3.02  0.007
H38 3.49 4.73 -1.72  0.052
H39 4.41 6.01 -0.85  -0.003
H40 6.29 4.71 -2.05  -0.005
H41 6.53 5.01 -3.72  -0.006
H42 5.32 3.84 -3.11  -0.042
H43 1.73 6.92 -0.24  -0.034
H44 0.69 7.08 -1.38  -0.033
C17 0.99 -2.92 -4.64  0.351
C18 0.81 -1.58 -5.25  -0.107
C19 0.04 -0.56 -4.37  0.026
O5 -1.22 -1.05 -4.05  -0.220
C20 -2.06 -0.46 -3.11  -0.063
N5 2.10 -1.10 -5.72  0.058
H45 1.91 -2.95 -4.05  -0.082
H46 1.00 -3.63 -5.47  0.009
H47 0.22 -3.22 -3.93  -0.041
H48 0.23 -1.71 -6.17  -0.030
H49 -0.04 0.40 -4.88  0.095
H50 0.50 -0.39 -3.39  0.083
H51 -2.40 0.45 -3.62  0.059
H52 -1.60 -0.35 -2.13  0.115
H53 -2.98 -1.03 -2.99  -0.028
H54 1.96 -0.11 -5.85  -0.010
H55 2.71 -1.35 -4.96  -0.064
C21 -1.83 7.77 -5.22  0.032
C22 -2.80 6.61 -5.38  0.004
C23 -2.57 5.45 -4.44  0.096
O6 -1.22 4.93 -4.58  -0.149
C24 -0.19 5.36 -3.70  -0.025
N6 -4.12 7.16 -5.03  -0.010
H56 -2.25 8.64 -5.73  -0.031
H57 -0.86 7.51 -5.63  0.004
H58 -1.64 8.05 -4.19  0.029
H59 -2.87 6.15 -6.36  0.009
H60 -3.26 4.62 -4.63  0.058
H61 -2.81 5.78 -3.43  -0.006
H62 -0.59 5.17 -2.71  0.064
H63 -0.07 6.45 -3.70  0.045
H64 0.78 4.93 -3.96  -0.026
H65 -4.25 8.08 -5.42  -0.001
H66 -4.83 6.52 -5.37  -0.015
C25 6.08 3.47 1.21  -0.080
C26 4.71 2.98 1.48  0.135
C27 3.97 3.90 2.39  -0.036
O7 2.85 3.21 2.88  -0.203
C28 1.67 3.94 3.19  0.114
N7 4.03 2.95 0.14  -0.220
H67 6.65 2.57 0.99  -0.004
H68 6.67 3.81 2.06  -0.026
H69 6.12 4.22 0.43  0.015
H70 4.75 1.98 1.90  0.161
H71 3.70 4.74 1.76  -0.004
H72 4.59 4.20 3.23  0.032
H73 1.42 4.60 2.36  -0.008
H74 1.79 4.45 4.14  -0.007
H75 0.80 3.31 3.37  0.030
H76 3.39 3.72 0.01  0.041
H77 3.27 2.29 0.19  0.005
C29 -4.49 -0.34 2.89  0.093
C30 -3.26 -0.15 2.01  -0.224
C31 -3.62 0.35 0.58  0.006
O8 -4.45 1.51 0.53  -0.061
C32 -4.88 2.01 -0.69  0.048
N8 -2.27 0.68 2.69  0.026
H78 -4.88 0.64 3.20  0.012
H79 -4.34 -0.83 3.85  -0.026
H80 -5.18 -1.08 2.49  -0.008
H81 -2.64 -1.04 1.98  0.048
H82 -4.22 -0.39 0.05  0.096
H83 -2.70 0.56 0.03  -0.047
H84 -5.09 1.24 -1.44  -0.001
H85 -4.27 2.73 -1.23  0.023
H86 -5.76 2.64 -0.58  0.001
H87 -1.38 0.79 2.23  -0.022
H88 -2.03 0.23 3.57  0.000
C33 -3.25 -3.83 -0.61  0.082
O9 -3.56 -4.82 0.36  -0.195
C34 -3.99 -6.06 -0.23  0.104
C35 -4.35 -6.96 0.96  0.023
N9 -3.19 -7.69 1.51  -0.046
C36 -3.29 -8.46 2.76  0.008
C37 -3.37 -7.49 3.97  -0.018
O10 -2.00 -7.49 4.42  -0.052
C38 -1.60 -6.42 5.28  0.115
H89 -2.81 -3.03 -0.02  0.125
H90 -4.12 -3.61 -1.23  -0.045
H91 -2.32 -4.08 -1.13  0.073
H92 -3.22 -6.45 -0.89  0.033
H93 -4.95 -6.06 -0.74  -0.003
H94 -5.06 -7.69 0.58  -0.010
H95 -4.88 -6.36 1.69  -0.003
H96 -2.41 -7.07 1.67  0.010
H97 -2.63 -9.32 2.86  0.008
H98 -4.21 -9.04 2.68  -0.001
H99 -3.99 -7.68 4.84  -0.010
H100 -3.69 -6.51 3.62  0.019
H101 -0.55 -6.41 5.54  -0.027
H102 -2.21 -6.51 6.19  0.003
H103 -1.84 -5.46 4.82  -0.001


C3H5O3Y as an isolated structure, computed with ωB97M-V with the def2-TZVPD basis set.

As for the total charge: +2. The HOMO energy is -0.6703 Eh. The energy comes out at -10355.0674 eV.

Each line ends with the natural charge from an NBO analysis.
Element x y z (Å)
H1 0.38 -2.04 0.49  0.288
C1 1.65 -0.73 1.31  -0.091
C2 1.27 -1.15 -0.06  -0.149
O1 0.34 -0.13 -0.53  -0.679
C3 -0.03 -0.05 -1.80  0.561
O2 -1.18 0.57 -1.73  -0.758
H2 2.29 -1.51 1.74  0.284
H3 2.06 -1.24 -0.81  0.285
H4 -1.37 1.05 -2.55  0.568
Y1 -1.24 0.46 1.15  2.452
O3 0.02 -0.93 1.88  -1.004
H5 2.17 0.23 1.37  0.242


A single C4H6O2 molecule, computed with ωB97M-V with the def2-TZVPD basis set.

As for the total charge: 0. The HOMO energy (spin up / spin down) is -0.2820 / -0.2718 Eh. The energy comes out at -8336.0738 eV.

Each line ends with the natural charge from an NBO analysis.
Element x y z (Å)
C1 0.32 -0.22 -1.21  -0.706
C2 -0.57 -0.31 -0.03  -0.467
C3 0.55 -0.91 0.88  0.434
O1 0.49 -2.02 1.34  -0.553
C4 -0.92 0.98 0.53  0.370
O2 -0.32 2.00 0.04  -0.587
H1 0.28 -1.06 -1.91  0.224
H2 0.01 1.64 -0.88  0.489
H3 1.32 0.18 -1.07  0.203
H4 -1.39 -1.03 -0.05  0.270
H5 1.38 -0.21 1.07  0.130
H6 -1.57 1.16 1.39  0.194


C28H27IrN4O2 as an isolated structure, computed with ωB97M-V with the def2-TZVPD basis set.

As for the total charge: +1. The HOMO energy (spin up / spin down) is -0.3384 / -0.3494 Eh. As for the multiplicity: 2. The energy comes out at -42360.5506 eV.

Each line ends with the Mulliken spin population.
Element x y z (Å)
Ir1 -0.01 -0.37 -0.02  -0.139
O1 -1.02 6.38 -0.02  0.535
C1 0.10 5.88 0.07  -0.077
O2 1.25 6.33 0.19  0.535
C2 0.07 4.33 0.04  -0.005
C3 1.26 3.61 0.16  0.030
C4 1.20 2.24 0.13  0.021
N1 0.02 1.61 -0.01  0.013
C5 -1.14 2.28 -0.12  0.022
C6 -1.13 3.66 -0.09  0.027
C7 -2.31 1.38 -0.26  0.000
C8 -3.61 1.82 -0.34  0.003
C9 -4.63 0.89 -0.47  0.004
C10 -4.33 -0.45 -0.53  0.002
C11 -3.00 -0.84 -0.45  0.006
N2 -2.01 0.06 -0.30  0.005
C12 2.34 1.28 0.25  0.000
C13 3.66 1.68 0.34  0.003
C14 4.65 0.72 0.44  0.004
C15 4.30 -0.62 0.48  0.002
C16 2.96 -0.95 0.39  0.007
N3 2.00 -0.03 0.27  0.006
H1 2.18 4.17 0.26  -0.009
H2 -2.03 4.26 -0.17  -0.009
H3 -3.81 2.88 -0.31  0.000
H4 -5.66 1.22 -0.52  0.000
H5 -5.09 -1.20 -0.63  0.000
H6 -2.70 -1.87 -0.50  0.003
H7 3.90 2.73 0.33  0.000
H8 5.69 1.01 0.50  0.000
H9 5.04 -1.40 0.57  0.000
H10 2.63 -1.98 0.42  0.003
C17 -1.00 -2.68 -2.95  -0.002
C18 0.24 -3.52 -2.60  -0.001
C19 1.53 -2.70 -2.73  0.000
C20 0.14 -4.19 -1.26  0.000
C21 0.23 -5.57 -1.20  -0.001
C22 0.11 -6.23 0.02  0.004
C23 -0.10 -5.56 1.22  -0.001
C24 -0.17 -4.18 1.25  0.000
C25 -0.34 -3.50 2.58  -0.001
C26 -1.62 -2.66 2.67  0.000
C27 0.90 -2.69 2.99  -0.002
C28 -0.04 -3.48 -0.01  0.008
N4 -0.06 -2.17 -0.03  0.003
H11 -0.92 -2.35 -3.99  0.000
H12 -1.08 -1.79 -2.33  0.001
H13 -1.92 -3.26 -2.86  0.000
H14 0.29 -4.32 -3.33  0.000
H15 1.45 -1.75 -2.19  0.001
H16 1.71 -2.46 -3.78  0.000
H17 2.40 -3.24 -2.35  0.000
H18 0.37 -6.13 -2.11  0.000
H19 0.17 -7.31 0.03  0.000
H20 -0.19 -6.12 2.15  0.000
H21 -0.44 -4.31 3.31  0.000
H22 -1.51 -1.71 2.13  0.001
H23 -1.82 -2.42 3.71  0.000
H24 -2.49 -3.19 2.27  0.000
H25 1.03 -1.82 2.35  0.001
H26 1.81 -3.29 2.94  0.000
H27 0.78 -2.33 4.01  0.000


A 2-piece molecular cluster, C9H20NOS overall, computed with ωB97M-V with the def2-TZVPD basis set.

As for the total charge: +1. The HOMO energy is -0.4345 Eh. The energy comes out at -24020.2569 eV.

Each line ends with the natural charge from an NBO analysis.
Element x y z (Å)
C1 -2.95 0.89 -0.96  -0.205
C2 -2.60 -0.50 -1.50  -0.566
C3 -1.23 -0.08 0.57  -0.096
C4 -1.54 0.22 2.12  -0.650
C5 1.42 -2.34 0.77  -0.620
C6 2.75 -0.78 -0.92  -0.581
C7 1.93 2.13 -0.15  -0.255
C8 0.90 0.09 0.25  0.243
C9 1.39 -1.23 -0.27  -0.323
N1 -1.64 1.13 -0.18  -0.574
O1 0.92 1.21 -0.55  -0.594
S1 -1.93 -1.45 -0.15  0.338
H1 -3.05 1.63 -1.74  0.237
H2 -3.79 0.98 -0.41  0.226
H3 -3.36 -1.03 -2.04  0.272
H4 -1.79 -0.42 -2.20  0.222
H5 -2.50 0.63 2.24  0.215
H6 -0.75 0.76 2.63  0.227
H7 -1.78 -0.67 2.55  0.244
H8 2.50 -2.68 0.93  0.237
H9 1.11 -1.93 1.78  0.209
H10 0.71 -3.15 0.53  0.238
H11 3.35 -0.48 -0.04  0.200
H12 2.47 -0.07 -1.56  0.203
H13 3.18 -1.61 -1.50  0.233
H14 2.81 1.48 0.03  0.202
H15 1.62 2.66 0.85  0.193
H16 2.19 2.70 -0.98  0.219
H17 1.26 0.41 1.22  0.178
H18 0.88 -1.65 -1.13  0.227
H19 -0.74 1.32 -0.69  0.470
H20 -1.76 1.83 0.51  0.430


A single C2H5NS molecule, computed with ωB97M-V with the def2-TZVPD basis set.

As for the total charge: 0. The HOMO energy is -0.3092 Eh. The SMILES is C=NSC. The energy comes out at -14478.8922 eV.

Each line ends with the natural charge from an NBO analysis.
Element x y z (Å)
C1 -0.41 -1.55 -1.04  -0.773
C2 0.42 1.36 1.51  -0.100
H1 0.21 -2.29 -0.60  0.228
H2 -1.44 -1.79 -0.82  0.220
H3 -0.17 -1.60 -2.05  0.234
H4 0.49 2.27 0.83  0.145
H5 0.52 1.60 2.51  0.178
N1 0.07 0.17 1.04  -0.557
S1 -0.01 0.11 -0.62  0.424


A single C4H10OSi molecule, computed with ωB97M-V with the def2-TZVPD basis set.

As for the total charge: 0. The HOMO energy is -0.3143 Eh. The SMILES is C=CC[Si@@H](C)O. The energy comes out at -14234.0517 eV.

Each line ends with the natural charge from an NBO analysis.
Element x y z (Å)
C1 1.97 1.55 -0.10  -0.413
C2 1.55 0.35 0.33  -0.204
C3 -2.16 -0.51 1.07  -1.153
C4 1.10 -0.88 -0.27  -0.734
O1 -1.11 0.72 -1.15  -1.089
Si1 -1.18 -0.80 -0.50  1.585
H1 2.25 2.34 0.46  0.194
H2 2.04 1.85 -1.18  0.176
H3 1.60 0.15 1.36  0.187
H4 -3.08 0.22 0.89  0.272
H5 -2.43 -1.48 1.55  0.239
H6 -1.40 -0.14 1.82  0.256
H7 1.45 -1.75 0.19  0.221
H8 1.27 -0.98 -1.39  0.205
H9 -0.26 0.85 -1.48  0.484
H10 -1.62 -1.50 -1.60  -0.226


C17H26AsN6OS6W as an isolated structure, computed with ωB97M-V with the def2-TZVPD basis set.

As for the total charge: -1. The HOMO energy (spin up / spin down) is -0.1433 / -0.1499 Eh. As for the multiplicity: 3. The energy comes out at -156721.3066 eV.

Each line ends with the Mulliken spin population.
Element x y z (Å)
W1 -0.38 0.36 0.83  1.686
C1 2.84 -0.79 1.15  -0.004
C2 3.05 -0.08 -0.18  -0.009
N1 2.40 1.21 -0.20  0.084
C3 2.88 2.24 0.71  -0.001
C4 1.78 2.83 1.59  -0.008
N2 0.97 1.78 2.24  0.066
C5 1.75 1.08 3.29  -0.009
C6 1.52 -0.41 3.16  0.026
N3 1.46 -0.75 1.72  0.050
H1 3.52 -0.36 1.89  -0.001
H2 3.14 -1.84 1.04  -0.002
H3 2.63 -0.67 -0.99  0.004
H4 4.14 -0.02 -0.33  0.000
H5 2.25 1.55 -1.13  0.009
H6 3.34 3.07 0.15  0.001
H7 3.68 1.82 1.33  -0.003
H8 1.11 3.44 0.99  -0.002
H9 2.25 3.47 2.35  -0.002
H10 0.17 2.22 2.69  0.000
H11 1.43 1.41 4.28  -0.006
H12 2.81 1.33 3.17  -0.003
H13 0.57 -0.67 3.62  -0.006
H14 2.31 -0.98 3.67  0.003
H15 1.10 -1.71 1.65  -0.003
S1 -2.35 -0.22 -0.58  -0.028
C7 -2.60 1.08 -1.72  0.003
C8 -3.73 1.03 -2.55  0.005
C9 -4.00 2.05 -3.45  0.007
C10 -3.15 3.15 -3.54  -0.003
C11 -2.03 3.21 -2.72  0.005
C12 -1.75 2.19 -1.81  -0.001
S2 -0.27 2.27 -0.86  0.046
H16 -4.39 0.18 -2.46  -0.002
H17 -4.88 1.99 -4.08  0.001
H18 -3.36 3.95 -4.23  0.000
H19 -1.37 4.06 -2.77  0.001
S3 -1.27 0.70 5.17  0.019
As1 -2.47 0.28 3.48  0.033
S4 -1.96 1.82 1.91  -0.046
S5 -1.43 -1.32 2.24  0.034
S6 -4.50 -0.08 3.66  0.027
C13 -1.03 -4.96 -0.28  0.002
N4 -0.64 -3.75 -0.99  0.001
C14 -0.96 -3.56 -2.29  0.002
C15 -0.57 -2.44 -2.92  -0.003
C16 0.03 -1.42 -2.13  -0.009
N5 0.34 -1.60 -0.85  0.025
C17 0.18 -2.85 -0.32  -0.002
O1 0.72 -3.23 0.71  0.000
N6 0.29 -0.23 -2.69  0.007
H20 -1.87 -5.42 -0.80  0.000
H21 -1.34 -4.69 0.73  0.000
H22 -0.20 -5.67 -0.21  0.000
H23 -1.54 -4.34 -2.76  0.001
H24 -0.82 -2.26 -3.96  0.000
H25 -0.18 -0.03 -3.56  0.000
H26 0.37 0.58 -2.06  0.006


An isolated ion of composition C2H2NO and charge -1, computed with ωB97M-V with the def2-TZVPD basis set.

As for the total charge: -1. The HOMO energy (spin up / spin down) is -0.1109 / -0.1109 Eh. The energy comes out at -5639.8615 eV.

Each line ends with the natural charge from an NBO analysis.
Element x y z (Å)
C1 -1.45 0.18 0.07  -0.403
C2 -0.15 -0.36 0.06  -0.307
N1 0.89 0.42 0.05  0.004
O1 2.04 -0.17 0.09  -0.536
H1 -1.46 1.26 -0.07  0.098
H2 0.14 -1.33 -0.20  0.143


A single C3H5FN2 molecule, computed with ωB97M-V with the def2-TZVPD basis set.

As for the total charge: 0. The HOMO energy is -0.3538 Eh. The energy comes out at -8886.8135 eV.

Each line ends with the natural charge from an NBO analysis.
Element x y z (Å)
C1 -1.25 0.60 0.15  0.122
C2 -0.60 -0.72 -0.26  -0.290
C3 1.75 -0.11 -0.64  0.369
N1 -0.68 1.69 0.02  -0.554
N2 0.77 -0.58 0.09  -0.601
F1 2.72 0.29 0.21  -0.366
H1 -2.14 0.41 0.61  0.165
H2 -1.06 -1.64 0.26  0.206
H3 -0.69 -0.90 -1.23  0.229
H4 0.27 1.54 -0.28  0.333
H5 0.90 -0.57 1.07  0.386